# 1
{"formula": "C12H26AlBN2O2P2", "method": "wB97M-V/def2-TZVPD", "elements": ["O", "C", "C", "H", "C", "C", "Al", "C", "B", "H", "H", "H", "C", "H", "H", "C", "H", "H", "C", "H", "C", "H", "H", "C", "P", "H", "C", "H", "N", "H", "H", "O", "C", "H", "H", "H", "H", "H", "H", "H", "H", "P", "H", "H", "H", "N"], "coordinates": [[0.0103, -3.8499, -0.5820], [-3.3814, -1.1601, -0.3880], [3.5180, -0.4922, 0.9574], [-0.9372, 0.9736, 5.0354], [0.1465, 0.6072, 3.0934], [1.5025, 1.5856, -2.2542], [0.0373, 0.5501, 0.0424], [-2.1519, 1.1477, -1.9866], [0.0638, 0.4245, 4.6064], [-2.5254, -2.8098, -4.4581], [3.4298, 0.7042, -1.9979], [0.1197, -4.4533, 0.1828], [-0.8190, 1.4717, -2.6172], [-3.0454, 1.3077, 1.4616], [-4.0869, 1.5850, -0.0159], [-3.0628, 1.5547, 0.3970], [1.0021, 0.9828, 5.1492], [4.5264, -0.4735, 0.5185], [2.6009, 1.0406, -1.3741], [-3.5843, -1.4095, 0.6655], [-0.6648, 2.0566, -3.8753], [-0.4938, -4.3147, -1.3006], [-1.5388, 2.1576, -4.5174], [2.8611, -1.7823, -1.4201], [2.2099, -0.4524, -0.3290], [-2.8184, 0.4754, -2.4882], [0.5809, 2.5545, -4.2550], [-1.1960, -2.5718, -5.2630], [0.2485, 1.4009, -1.7826], [0.0397, -0.7154, 5.0499], [2.9452, 1.8271, -0.6920], [-1.7930, -3.2863, -4.9696], [1.6905, 2.2563, -3.4618], [2.0569, -2.1547, -2.0626], [3.2036, -2.6394, -0.8272], [3.7128, -1.3917, -1.9980], [-4.3291, -0.8816, -0.8794], [-2.5536, 2.5089, 0.1835], [3.4092, 0.3504, 1.6491], [-2.7636, 2.0665, -1.8799], [3.4164, -1.4212, 1.5354], [-2.1503, 0.1788, -0.3994], [0.6798, 3.1697, -5.1520], [2.6775, 2.6270, -3.7476], [-2.9851, -2.0660, -0.8682], [0.1913, 0.7606, 1.9190]], "atomic_forces_ev_per_a": [[-0.51, -0.35, -0.39], [0.38, -0.86, -0.23], [-0.41, 0.43, 0.50], [0.04, 0.04, -0.58], [-0.05, -0.09, -0.63], [0.00, 0.24, 0.03], [1.56, -0.82, 1.45], [-0.36, -0.39, -0.32], [-0.04, 0.06, 1.30], [1.51, -1.06, -1.28], [0.15, 0.49, 0.02], [-0.31, 0.24, -0.93], [-0.15, 0.95, 0.03], [-0.48, 0.61, 0.09], [0.45, -0.08, 0.28], [0.37, -0.41, 1.12], [0.01, 0.02, -0.56], [-0.43, 0.03, -0.14], [0.48, 0.45, 0.10], [0.10, 0.16, -0.27], [-0.40, -0.28, 0.24], [0.82, 0.27, 1.29], [0.23, 0.04, 0.14], [-0.85, -0.42, -0.11], [1.38, -0.23, -0.59], [-0.03, -0.19, -1.67], [-0.07, -0.13, 0.35], [-0.45, -0.50, 0.06], [-0.24, -1.34, 0.46], [0.07, 0.14, -0.84], [0.20, -0.01, -0.12], [-1.07, 1.56, 1.22], [0.13, 0.18, 0.21], [0.33, 0.04, -0.15], [-0.18, 0.30, 0.03], [-0.39, -0.08, 0.20], [0.51, 0.23, 0.18], [-0.20, -0.38, 0.39], [0.06, -0.16, -0.06], [0.54, -0.48, 0.11], [-0.09, 0.22, -0.19], [-2.10, 1.98, -0.47], [0.03, -0.36, 0.20], [-0.22, -0.45, 0.06], [-0.10, 0.23, 0.15], [-0.22, 0.14, -0.68]], "lowdin_charge": [-0.102, -0.185, -0.207, 0.042, -0.100, -0.262, 0.354, -0.242, -0.354, 0.058, 0.101, 0.060, -0.244, 0.063, 0.090, -0.215, 0.044, 0.080, -0.248, 0.083, 0.031, 0.067, 0.142, -0.206, 0.917, 0.090, 0.028, 0.031, 0.031, 0.042, 0.119, -0.088, 0.038, 0.051, 0.071, 0.070, 0.086, 0.074, 0.060, 0.119, 0.074, 0.910, 0.144, 0.146, 0.059, 0.075], "orbital_gap_ha": 0.2716, "charge": 2}

=====

# 2
{"formula": "C12H26B11Br6O5STb", "method": "wB97M-V/def2-TZVPD", "elements": ["Br", "Br", "H", "H", "H", "H", "C", "B", "Br", "H", "O", "Br", "S", "C", "H", "H", "B", "H", "C", "H", "B", "B", "H", "B", "B", "C", "O", "H", "H", "H", "H", "O", "B", "Br", "H", "H", "C", "H", "H", "H", "C", "B", "C", "H", "O", "O", "H", "C", "B", "H", "H", "Br", "C", "H", "C", "B", "B", "C", "H", "Tb", "C", "H"], "coordinates": [[0.6135, 4.7391, 0.7967], [4.3736, 3.8982, 0.2626], [2.7388, 1.4930, -4.4305], [-0.1447, 2.1910, -4.0561], [-0.0247, -4.6283, 0.5896], [-2.4555, -1.8766, -2.3676], [-3.7340, 0.1344, 0.9532], [2.2428, 4.5566, -2.0641], [4.4543, 0.4650, -1.5214], [-4.7825, -0.1589, 0.8943], [-2.9341, -0.6984, 0.0707], [1.6741, 1.0832, 1.0190], [-2.3455, -3.9929, 2.7270], [-3.2706, -0.0008, 2.3778], [-3.7370, 0.7818, 2.9788], [1.9790, -2.1974, 3.7227], [3.1076, 1.7780, -1.8433], [-0.2604, 4.8176, -2.6298], [0.1526, -0.2921, 3.7658], [-1.6059, 0.7300, 4.4315], [1.8254, 2.1182, -0.6471], [1.2710, 3.8177, -0.7368], [0.6899, 0.6401, 3.5902], [0.5748, 4.0314, -2.3609], [0.6458, 2.4559, -3.2220], [1.7272, -1.8975, 2.7049], [0.4423, -1.2296, 2.7023], [-3.5327, -0.9728, 2.7991], [1.3825, -4.4719, -0.4815], [-3.8913, -2.5291, 0.2735], [2.5210, 5.6986, -2.1360], [0.8820, -2.7764, 0.6256], [3.3469, 3.3352, -2.7292], [-1.3441, 1.8573, -0.6958], [0.4661, -0.7129, 4.7224], [1.8407, 4.1646, -4.3825], [-3.5905, -1.8460, -0.5212], [0.1435, -3.1612, -2.0977], [-2.9768, -3.4683, -1.7605], [-1.8313, -1.0127, 4.1583], [1.5744, -3.1262, 1.8509], [0.3316, 2.5071, -1.4941], [-1.7868, -2.8049, 1.9987], [-0.9330, -4.4752, -1.6000], [-1.8254, 0.1384, 2.4410], [-1.3558, -2.6139, -0.7641], [2.5544, -3.5387, 1.6076], [1.8331, 3.6420, -3.4359], [1.4235, 1.3011, -2.1534], [-4.4736, -1.5119, -1.0671], [4.3555, 3.6716, -3.2349], [0.8659, -0.5892, -2.0380], [-0.4034, -3.5853, -1.2573], [0.9821, -3.8877, 2.3621], [-2.6135, -2.4811, -1.4732], [2.3807, 2.0326, -3.4462], [3.0382, 3.3862, -0.9673], [0.4913, -3.9657, -0.1072], [2.4926, -1.2181, 2.3305], [-0.5808, -0.7907, 0.5835], [-1.3401, -0.1104, 3.7896], [-3.6447, 1.1569, 0.5928]], "atomic_forces_ev_per_a": [[-0.07, 0.20, 0.36], [0.37, 0.17, 0.36], [-0.05, 0.03, 0.05], [0.04, 0.00, 0.07], [-0.03, -0.01, -0.02], [0.00, 0.03, 0.00], [-0.08, -0.02, -0.18], [-0.46, 0.26, 0.38], [0.31, -0.22, 0.12], [0.00, 0.01, -0.06], [0.31, -0.07, 0.22], [0.24, 0.16, 0.12], [-0.08, -0.19, 0.13], [0.08, 0.09, 0.12], [0.03, 0.01, 0.04], [0.02, 0.03, 0.01], [-0.05, 0.44, -0.34], [0.04, -0.07, 0.01], [0.14, -0.06, 0.02], [-0.02, 0.02, -0.01], [-0.09, -0.16, 0.31], [0.22, 0.07, -0.47], [-0.02, 0.03, 0.01], [-0.22, -0.13, 0.01], [-0.08, -0.01, -0.16], [-0.03, 0.12, 0.12], [-0.09, 0.12, -0.18], [-0.02, -0.02, -0.01], [0.01, 0.00, 0.00], [0.00, -0.04, 0.00], [0.02, -0.07, 0.04], [-0.16, 0.25, -0.02], [0.28, -0.62, -0.04], [-0.16, 0.14, -0.05], [0.06, 0.01, -0.01], [0.04, 0.03, 0.01], [-0.11, 0.20, 0.06], [0.02, -0.01, -0.02], [0.02, -0.01, -0.04], [0.01, -0.01, 0.02], [-0.02, -0.10, -0.16], [0.04, 0.43, -0.02], [0.00, 0.09, -0.05], [-0.01, 0.01, -0.02], [0.08, -0.12, -0.13], [0.05, 0.12, 0.08], [0.01, -0.02, 0.00], [0.15, 0.00, 0.21], [0.33, 0.04, -0.19], [-0.01, -0.01, 0.00], [-0.04, -0.01, 0.06], [0.07, -0.07, -0.21], [-0.16, 0.04, -0.11], [0.00, 0.01, 0.04], [0.16, -0.05, -0.09], [-0.18, -0.19, -0.08], [-0.58, -0.17, -0.65], [0.15, 0.04, 0.12], [0.02, -0.01, -0.02], [-0.35, -0.77, 0.32], [-0.14, 0.08, -0.07], [0.00, 0.01, 0.01]], "lowdin_charge": [0.965, 1.229, 0.180, 0.178, 0.128, 0.153, -0.134, -0.203, 0.960, 0.160, -0.352, 0.987, 1.005, -0.131, 0.164, 0.160, -0.903, 0.180, -0.130, 0.164, -0.890, -0.903, 0.112, -0.200, -0.208, -0.126, -0.382, 0.122, 0.163, 0.129, 0.181, -0.301, -0.203, 0.992, 0.161, 0.207, -0.118, 0.095, 0.158, 0.132, -0.116, -0.838, -0.552, 0.159, -0.302, -0.367, 0.163, 0.080, -0.832, 0.162, 0.181, 0.988, -0.141, 0.135, -0.097, -0.202, -0.853, -0.123, 0.109, 1.579, -0.118, 0.103], "orbital_gap_ha": [0.0991, 0.2823], "charge": 3, "s2": 16.543, "spin_multiplicity": 8}

=====

| no. | energy (Eh) |
| --- | --- |
| 1 | -1682.3010 |
| 2 | -17788.5386 |